C25H31N6O6S3ScSi | ωB97M-V/def2-TZVPD

Computed properties:
E_tot, eV: -108742.932
Net charge: -2
Max |F|, eV/Å: 2.6
E_HOMO, eV: -1.57
Orbital gap, eV: 5.905

XYZ file:
```
73
C25H31N6O6S3ScSi (ωB97M-V/def2-TZVPD)
Sc -0.50169 0.13597 -0.49662
S -3.03289 0.78297 -0.14082
S -0.64619 0.11647 2.17698
S 2.25051 2.06677 -0.98842
Si 2.66281 -1.64163 -1.00482
O -1.39049 -1.12563 -1.93762
O -0.44449 2.21687 0.04548
O -0.54729 1.22037 -2.50662
O -2.69049 1.33867 -3.14552
O -0.16029 -0.63703 -4.58752
O -2.75029 -2.36313 -3.20032
N -0.69859 3.60867 3.45208
N -0.99939 3.37857 -0.08502
N 2.44731 3.91977 0.78108
N -2.07179 6.50647 0.73908
N 1.05221 -1.71213 -0.41102
N 2.08611 1.69637 1.57268
C 2.70651 -0.76533 -2.71192
C -0.56849 -1.89833 -4.05232
C -1.71949 5.41197 0.82278
C 2.11111 1.84357 3.00538
C 0.35801 -2.86833 -0.17162
C -1.58989 -3.98963 0.79538
C -5.06839 0.32517 3.25968
C 3.79891 -3.17283 -1.37182
C 2.23531 4.76377 1.93248
C 0.12601 -5.30023 -0.19492
C 3.80671 -0.74513 0.27298
C -1.22189 4.11217 0.99488
C -0.89599 -2.84433 0.47718
C -2.36409 0.19667 2.50908
C -1.68969 -1.80763 -2.95952
C 2.19951 2.60177 0.60178
C -1.43159 0.99227 -3.30602
C -0.95509 3.79987 2.34388
C -1.17589 0.32437 -4.65852
C 0.81551 -4.15303 -0.52272
C -4.68829 0.58007 1.95768
C -3.35579 0.50857 1.55428
C -2.77229 -0.05853 3.81718
C -4.09979 -0.00393 4.19558
C -1.08239 -5.24173 0.47888
H 1.83651 -0.12463 -2.83022
H -2.00589 -0.30143 4.53918
H -6.11619 0.37447 3.53418
H -1.34369 -1.88233 0.72888
H -5.42049 0.83857 1.20428
H 1.13841 2.13837 3.40338
H 2.52741 4.39107 -0.10882
H 4.79771 -2.83633 -1.64542
H -0.93319 -2.53983 -4.87002
H 1.73501 0.79657 1.24938
H 3.90571 -3.82733 -0.51112
H 1.73471 -4.24163 -1.06792
H -1.62459 -6.14403 0.73558
H -2.54289 -3.90053 1.30468
H 3.58681 -0.13693 -2.80952
H 3.90541 0.30547 0.02558
H 1.53141 4.30957 2.62218
H 2.70441 -1.47213 -3.53912
H 1.81971 5.71767 1.60728
H -2.88669 1.58947 -2.21232
H 0.54861 -6.26233 -0.46962
H 2.87451 2.56347 3.29278
H 4.80321 -1.17873 0.27928
H 0.32881 -2.33213 -3.60552
H -4.37889 -0.20923 5.22278
H 3.18201 4.96327 2.44738
H 3.42911 -3.77063 -2.20082
H 2.35581 0.87387 3.43408
H -2.12159 -0.10123 -5.02292
H 3.41311 -0.81823 1.28268
H -0.82779 1.09827 -5.35262
```